{"formula": "C16H21N3", "method": "ωB97M-V/def2-TZVPD", "symbols": ["C", "C", "C", "N", "C", "C", "C", "C", "C", "C", "C", "C", "C", "H", "H", "H", "H", "H", "H", "H", "H", "H", "H", "H", "H", "H", "H", "H", "H", "C", "C", "N", "C", "C", "N", "H", "H", "H", "H", "H"], "coordinates": [[0.473, -0.671, 3.800], [1.685, -0.507, 2.881], [1.407, -1.056, 1.489], [0.140, -0.468, 0.993], [-0.022, -0.234, -0.334], [-1.271, 0.342, -0.835], [-2.004, 1.266, -0.049], [-3.313, 1.576, -0.432], [-3.798, 1.008, -1.633], [-3.016, 0.213, -2.503], [-1.724, -0.097, -2.100], [-1.021, -0.934, 1.791], [-0.883, -0.339, 3.179], [0.434, -1.722, 4.099], [0.627, -0.052, 4.683], [1.969, 0.551, 2.800], [2.572, -1.012, 3.283], [2.219, -0.824, 0.794], [1.318, -2.156, 1.504], [0.506, -0.919, -1.040], [-1.546, 1.729, 0.842], [-3.956, 2.164, 0.237], [-4.847, 1.204, -1.902], [-3.454, -0.263, -3.392], [-1.075, -0.739, -2.709], [-1.950, -0.581, 1.334], [-1.035, -2.046, 1.829], [-1.719, -0.717, 3.773], [-0.991, 0.752, 3.122], [1.862, -1.065, -3.433], [2.171, 0.129, -2.626], [3.167, 1.004, -2.828], [3.081, 1.891, -1.760], [1.984, 1.540, -0.934], [1.436, 0.448, -1.519], [1.266, -1.794, -2.854], [1.258, -0.794, -4.326], [2.834, -1.530, -3.673], [3.741, 2.724, -1.500], [1.473, 1.979, -0.052]], "homo_lumo_gap_ev": 7.1}



{"formula": "C16H21N4O11V", "method": "ωB97M-V/def2-TZVPD", "symbols": ["O", "V", "O", "C", "C", "O", "H", "H", "H", "H", "H", "C", "N", "O", "O", "H", "H", "H", "C", "N", "O", "O", "H", "H", "H", "C", "C", "C", "C", "C", "C", "N", "O", "O", "H", "H", "H", "H", "H", "C", "C", "C", "C", "C", "C", "N", "O", "O", "H", "H", "H", "H", "H"], "coordinates": [[4.169, -2.137, 4.085], [4.016, -0.896, 5.069], [5.366, -0.067, 5.095], [2.913, 0.325, 0.216], [2.780, 1.350, 1.347], [2.503, 0.960, 2.636], [2.245, -0.526, 0.351], [3.957, 0.015, 0.259], [2.664, 0.764, -0.750], [1.908, 1.962, 1.116], [3.576, 2.087, 1.240], [5.249, 5.639, 4.431], [3.947, 6.204, 4.945], [2.974, 5.579, 4.710], [3.947, 7.081, 5.777], [5.947, 6.462, 4.278], [5.028, 5.272, 3.429], [5.687, 4.808, 4.984], [-1.711, 3.773, -0.607], [-2.401, 2.698, 0.206], [-1.700, 2.183, 1.093], [-3.582, 2.505, 0.078], [-0.691, 3.388, -0.597], [-1.809, 4.757, -0.150], [-2.284, 3.711, -1.533], [-1.929, -0.858, -3.392], [-3.269, -0.697, -3.639], [-3.657, -0.634, -4.991], [-2.759, -0.763, -6.094], [-1.375, -0.982, -5.746], [-0.999, -0.931, -4.415], [-3.171, -0.612, -7.484], [-2.259, -0.859, -8.314], [-4.315, -0.157, -7.732], [-1.707, -0.987, -2.343], [-3.947, -0.616, -2.802], [-4.711, -0.502, -5.186], [-0.573, -1.026, -6.467], [0.044, -0.874, -4.139], [-0.596, -5.469, 0.628], [0.181, -4.646, 1.402], [-0.459, -3.616, 2.061], [-1.838, -3.404, 1.843], [-2.552, -4.277, 1.029], [-1.957, -5.357, 0.375], [-2.533, -2.423, 2.631], [-1.889, -1.786, 3.492], [-3.652, -2.117, 2.295], [-0.022, -6.227, 0.116], [1.227, -4.849, 1.582], [0.189, -2.984, 2.651], [-3.623, -4.157, 1.085], [-2.548, -6.089, -0.156]], "homo_lumo_gap_ev": 4.7}



{"formula": "C16H21NNiO8", "method": "ωB97M-V/def2-TZVPD", "symbols": ["Ni", "C", "O", "O", "O", "C", "C", "C", "O", "C", "C", "C", "O", "O", "O", "H", "H", "C", "C", "C", "C", "C", "C", "N", "O", "C", "C", "C", "H", "H", "H", "H", "H", "H", "H", "H", "H", "H", "H", "H", "H", "H", "H", "H", "H", "H", "H"], "coordinates": [[-0.922, 0.341, 0.753], [0.075, -0.941, 2.690], [0.605, -1.382, 3.667], [-0.011, 0.261, 2.647], [-0.444, -1.425, 1.696], [-1.467, 3.728, 2.699], [-2.011, 2.843, 1.607], [-2.805, 1.471, 2.106], [-2.739, 0.513, 1.337], [-3.043, 1.301, 3.566], [-2.589, 2.237, 4.422], [-1.724, 3.422, 3.976], [-0.614, 3.797, 4.628], [-2.697, 1.918, 5.643], [-1.543, 2.756, 0.425], [-0.731, 4.415, 2.309], [-3.353, 0.331, 3.929], [1.825, 1.223, -0.068], [1.590, 0.148, -1.130], [2.442, -1.011, -0.565], [2.223, -2.420, -1.143], [0.687, -2.747, -1.312], [-0.217, -1.557, -1.832], [0.187, -0.285, -1.132], [-0.695, 0.760, -1.493], [-0.103, -1.515, -3.424], [-1.587, -1.787, -1.463], [2.084, 0.523, -2.603], [2.859, 1.541, -0.198], [1.614, 0.899, 0.951], [1.315, 2.132, -0.388], [3.481, -0.745, -0.758], [2.436, -1.074, 0.523], [2.803, -3.182, -0.622], [2.587, -2.409, -2.170], [0.291, -3.178, -0.393], [0.571, -3.624, -1.949], [-0.021, -0.530, -3.883], [0.778, -2.074, -3.740], [-0.982, -1.952, -3.899], [-1.822, -1.860, -0.401], [-2.361, -1.097, -1.799], [-1.992, -2.724, -1.846], [2.397, -0.371, -3.141], [2.814, 1.333, -2.612], [1.317, 1.005, -3.209], [-0.507, 0.995, -2.405]], "s2": 2.009, "charge": -2, "spin_multiplicity": 3, "homo_lumo_gap_ev": [4.3, 4.3]}



{"formula": "C16H21NO3PtSSi", "method": "ωB97M-V/def2-TZVPD", "symbols": ["Pt", "O", "C", "O", "C", "C", "C", "C", "C", "N", "H", "H", "H", "H", "C", "Si", "C", "C", "H", "H", "H", "H", "H", "H", "H", "H", "H", "C", "S", "O", "C", "C", "C", "C", "C", "C", "H", "H", "H", "H", "H", "H", "H", "H"], "coordinates": [[0.277, -0.081, -0.270], [0.380, -3.383, -2.457], [0.589, -2.371, -1.870], [-0.366, -1.694, -1.206], [1.915, -1.725, -1.806], [3.045, -2.273, -2.367], [4.247, -1.593, -2.244], [4.284, -0.380, -1.566], [3.126, 0.121, -1.015], [1.969, -0.549, -1.153], [2.954, -3.222, -2.879], [5.151, -2.005, -2.671], [5.204, 0.177, -1.459], [3.100, 1.059, -0.480], [0.769, -1.996, 2.318], [0.507, -0.195, 2.103], [-0.945, 0.336, 3.090], [2.001, 0.808, 2.468], [0.866, -2.141, 3.401], [1.679, -2.359, 1.837], [-0.075, -2.593, 1.965], [-0.715, -0.042, 4.093], [-1.880, -0.114, 2.763], [-1.069, 1.418, 3.145], [2.094, 0.776, 3.561], [1.933, 1.855, 2.169], [2.903, 0.373, 2.034], [-1.196, 3.475, -1.808], [-0.783, 1.781, -1.468], [-0.496, 1.113, -2.741], [-2.122, 1.003, -0.651], [-2.577, 1.519, 0.582], [-3.710, 0.971, 1.139], [-4.363, -0.082, 0.491], [-3.901, -0.594, -0.719], [-2.766, -0.068, -1.303], [-2.057, 3.434, -2.478], [-0.324, 3.902, -2.299], [-1.422, 3.993, -0.877], [-2.064, 2.342, 1.066], [-4.095, 1.355, 2.074], [-5.245, -0.515, 0.946], [-4.435, -1.394, -1.212], [-2.386, -0.441, -2.243]], "charge": 2, "homo_lumo_gap_ev": [6.5, 6.5]}



{"formula": "C16H22BCrN8OS", "method": "ωB97M-V/def2-TZVPD", "symbols": ["Cr", "C", "C", "N", "N", "C", "B", "N", "C", "C", "C", "N", "N", "C", "C", "C", "N", "N", "C", "C", "C", "N", "H", "H", "H", "H", "H", "H", "H", "H", "H", "H", "H", "H", "C", "C", "S", "O", "C", "C", "H", "H", "H", "H", "H", "H", "H", "H", "H", "H"], "coordinates": [[0.220, -1.179, -0.533], [0.756, 2.601, -2.131], [0.560, 1.266, -2.395], [0.857, 0.530, -1.306], [1.229, 1.412, -0.321], [1.174, 2.650, -0.808], [1.671, 0.862, 1.071], [2.618, -0.373, 0.819], [3.896, -0.689, 1.081], [4.198, -1.926, 0.550], [3.031, -2.345, -0.054], [2.079, -1.414, 0.110], [0.404, 0.322, 1.819], [-0.202, 0.700, 2.941], [-1.253, -0.169, 3.214], [-1.234, -1.084, 2.190], [-0.222, -0.808, 1.344], [2.274, 2.010, 1.868], [3.494, 2.313, 2.336], [3.429, 3.560, 2.947], [2.091, 3.935, 2.796], [1.376, 3.045, 2.122], [0.625, 3.428, -2.806], [0.272, 0.785, -3.317], [1.425, 3.499, -0.193], [4.541, -0.046, 1.648], [5.138, -2.447, 0.603], [2.827, -3.264, -0.582], [0.131, 1.567, 3.487], [-1.932, -0.133, 4.048], [-1.856, -1.953, 2.038], [4.357, 1.683, 2.231], [4.242, 4.106, 3.394], [1.615, 4.846, 3.128], [-2.795, -0.113, -3.921], [-3.483, -1.181, -3.076], [-2.287, -2.218, -2.281], [-1.545, -1.207, -1.316], [-3.288, -3.226, -1.197], [-4.320, -2.496, -0.349], [-3.554, 0.431, -4.481], [-2.101, -0.547, -4.643], [-2.263, 0.597, -3.290], [-4.071, -1.873, -3.688], [-4.115, -0.758, -2.296], [-2.531, -3.721, -0.583], [-3.719, -3.991, -1.849], [-3.883, -1.648, 0.178], [-4.712, -3.190, 0.394], [-5.165, -2.148, -0.940]], "s2": 0.757, "charge": 2, "spin_multiplicity": 2, "homo_lumo_gap_ev": [5.7, 6.2]}



Number 1: total energy -21399.849 eV. Number 2: total energy -71084.119 eV. Number 3: total energy -75840.523 eV. Number 4: total energy -46506.716 eV. Number 5: total energy -70836.247 eV.